C37H33IrN2P2S | the ωB97M-V functional and the def2-TZVPD basis

Each line ends with the Löwdin spin population.
Element x y z (Å)
Ir: -0.7234 -1.3593 0.3662  2.1046
S: -0.3653 -3.7225 -1.0753  0.7566
P: -0.4749 -0.2336 -1.7637  0.1482
P: -0.1939 0.5621 1.7112  0.1484
N: -1.7517 -3.1149 1.0094  0.1516
N: 0.4768 2.1585 -0.5657  0.2760
C: -2.6780 2.0108 4.6016  0.0010
C: 1.5067 -0.4245 -3.7206  0.0047
C: -2.9328 0.2266 -2.9404  0.0134
C: -1.8690 -5.4608 0.4409  0.1343
C: 3.5863 3.1124 -2.2325  0.0152
C: -2.6338 -1.7932 -4.8287  0.0009
C: -0.1934 2.1444 0.7261  0.0366
C: 1.3236 0.5140 2.6624  0.0250
C: -3.9552 -0.0423 -3.8355  0.0008
C: 2.2320 3.6852 0.1563  0.1183
C: 4.1178 4.0126 -1.2975  0.2279
C: -1.7421 -0.5041 -3.0012  0.0261
C: 3.3941 -1.4600 -1.9506  0.0026
C: 1.6617 2.7725 -0.7919  0.1105
C: 3.7332 0.6285 2.6914  -0.0004
C: -2.8575 0.3500 2.3827  0.0254
C: -1.5373 1.7173 3.8695  0.0053
C: -3.8038 -1.0489 -4.7809  0.0143
C: 1.1487 -0.6862 -2.3934  0.0157
C: 3.7358 -1.2123 -3.2727  0.0017
C: -2.5260 -3.3257 2.0558  0.0696
C: 1.3265 0.1298 4.0039  0.0129
C: 3.7275 0.2780 4.0361  0.0135
C: -1.6197 0.8723 2.7605  0.0267
C: 2.7945 -0.6935 -4.1561  0.0007
C: 2.3826 2.5077 -2.0035  0.1181
C: 2.5297 0.0201 4.6861  0.0001
C: -3.9965 0.6497 3.1136  0.0017
C: -3.0135 -4.6092 2.3600  0.1193
C: -0.3442 1.6115 -1.6616  0.0407
C: -1.4031 -4.1699 0.1933  0.0750
C: 2.5369 0.7355 2.0015  0.0137
C: 2.1016 -1.1995 -1.5154  0.0219
C: -2.6893 -5.6769 1.5489  -0.0014
C: -1.6002 -1.5251 -3.9434  0.0187
C: -3.9036 1.4748 4.2279  0.0046
C: 3.4277 4.2920 -0.1081  0.0145
H: 0.7819 -0.0233 -4.4193  0.0002
H: 3.0640 -0.5076 -5.1872  0.0001
H: 4.1242 -1.8633 -1.2621  0.0000
H: 4.7369 -1.4303 -3.6204  0.0002
H: 0.2043 2.9073 1.3878  0.0039
H: -4.7896 1.7078 4.8030  0.0003
H: 1.8612 -1.3969 -0.4705  0.0152
H: 4.6611 0.1980 4.5765  0.0007
H: -4.8709 0.5311 -3.7924  -0.0002
H: 5.0628 4.5009 -1.4958  0.0096
H: -0.6906 -2.1089 -4.0016  0.0021
H: 0.0446 1.9557 -2.6170  0.0048
H: 4.1344 2.8934 -3.1386  -0.0024
H: 1.7043 3.9593 1.0555  0.0039
H: 2.5305 -0.2623 5.7300  -0.0002
H: 4.6696 0.8119 2.1817  -0.0003
H: 3.8325 5.0085 0.5931  -0.0022
H: -2.6083 2.6614 5.4626  0.0001
H: -3.6431 -4.7331 3.2303  0.0054
H: -0.5888 2.1437 4.1716  0.0003
H: -2.9630 -0.2753 1.4947  0.0148
H: -1.5783 -6.2669 -0.2191  0.0053
H: -2.5193 -2.5815 -5.5602  -0.0002
H: -4.9540 0.2475 2.8109  0.0000
H: 2.5625 0.9782 0.9463  0.0014
H: -1.3393 2.0462 -1.5510  0.0089
H: -3.0583 -6.6700 1.7672  -0.0021
H: -1.2475 2.3749 0.5581  0.0054
H: -3.0897 1.0001 -2.1974  0.0009
H: 0.4003 -0.0752 4.5242  0.0002
H: -2.7754 -2.4679 2.6682  0.0036
H: 2.0077 1.7875 -2.7146  0.0045
H: -4.6022 -1.2550 -5.4809  0.0007

- multiplicity = 6
- relative energy (zero: lowest compared OMol25 entry of this formula, charge and spin) (kJ/mol) = 32.7
- net charge = +3
- E_tot (eV) = -74109.161

C4H19O6S2 | the ωB97M-V functional and the def2-TZVPD basis

Each line ends with the Mulliken charge.
Element x y z (Å)
S: 0.0827 2.2015 -1.3472  -0.0963
S: 0.1592 2.8321 0.5455  -0.1853
O: -3.8873 -0.3179 -0.3581  -0.7075
O: 1.7744 -1.6706 -1.4019  -0.8646
O: 0.2962 -2.1600 1.9185  -0.7682
O: -2.2884 -1.7976 -1.9181  -0.7819
O: -0.3670 -2.6139 -0.4905  -1.0629
O: 2.7635 -1.5177 1.1013  -0.7946
C: 1.6682 1.5185 -1.8114  -0.4839
C: 0.1204 1.4730 1.7721  -0.7606
C: -0.2214 0.1070 1.2211  0.7655
C: -0.2646 -0.9420 2.3408  -0.7327
H: -1.5424 -2.1317 -1.3060  0.4777
H: 0.5574 -0.2193 0.4912  -0.3764
H: 2.4994 -1.5314 0.1542  0.4208
H: 0.3368 -0.6304 3.2500  0.3391
H: -3.3552 -0.8795 -0.9852  0.4533
H: 0.8281 -2.0730 -1.0244  0.4750
H: 1.8197 0.4864 -1.3934  0.0608
H: -1.2877 -1.1096 2.6549  0.3381
H: 1.1067 1.4446 2.2554  0.3574
H: -3.3222 -0.2069 0.3450  0.2911
H: 1.6983 1.4146 -2.9122  0.2855
H: 0.0040 -2.4329 0.9383  0.4696
H: -1.1362 0.0999 0.6470  0.0911
H: 2.4976 2.1102 -1.4793  0.3164
H: -0.6203 1.8165 2.5379  0.3277
H: -0.3927 -3.5517 -0.5951  0.1799
H: -1.8434 -1.2202 -2.4925  0.2859
H: 1.9615 -1.7900 1.5310  0.4158
H: 2.1727 -2.4487 -1.7354  0.2645

- net charge = -1
- E_tot (eV) = -38414.084

C27H24F3Si | the ωB97M-V functional and the def2-TZVPD basis

Each line ends with the Mulliken charge.
Element x y z (Å)
Si: -0.6464 0.7602 0.9735  0.2739
F: 6.2973 -1.3708 -2.5062  -0.2642
F: 5.7170 0.3340 -3.7419  -0.2461
F: 5.9061 0.5989 -1.5463  -0.2418
C: -3.7725 -1.2175 2.8375  -0.7159
C: 1.8743 0.0024 1.9912  -0.0941
C: -0.1281 -1.3250 -1.3641  1.0781
C: 2.8858 0.7425 4.0719  -0.5283
C: -2.9661 1.4503 2.6048  -0.2458
C: 5.4707 -0.2739 -2.5337  0.8534
C: -3.6007 -0.1790 -3.5485  -0.4322
C: 1.7159 0.1051 -2.4335  -0.2472
C: -2.6537 -0.8727 2.0575  -0.3137
C: -4.4875 -0.1924 3.4994  -0.4907
C: -2.4650 -1.6460 -2.0108  -0.5856
C: 1.8024 1.5368 4.2838  -0.5839
C: -1.1861 -0.3087 -3.5715  -0.3561
C: -3.6450 -1.2099 -2.5748  -0.5904
C: -2.2204 0.4325 1.9544  0.5088
C: 3.6055 -1.8397 -1.8249  -0.7706
C: 0.7289 1.5856 3.3983  -0.4202
C: 2.3152 -2.1244 -1.6327  -0.5379
C: 4.0338 -0.6016 -2.3022  0.1599
C: -4.0752 1.0877 3.3705  -0.5774
C: 3.0411 0.3505 -2.6525  -1.3584
C: -2.3687 0.1940 -4.1007  -0.7437
C: -1.2259 -1.0693 -2.3703  0.1945
C: 0.7539 0.7767 2.2395  0.5589
C: 1.3184 -1.1377 -1.8941  0.6436
C: 2.9343 -0.0489 2.9057  -0.6144
C: -0.7689 2.4346 0.1751  -1.2102
H: -2.6663 2.4748 2.5220  0.3304
H: 3.3914 1.2896 -3.0585  0.4175
H: 2.0145 -3.0889 -1.2295  0.4221
H: -2.1031 -1.6737 1.5596  0.3203
H: 1.9216 -0.6244 1.1019  0.1049
H: -0.2250 -2.3222 -0.9100  0.6227
H: -0.9483 3.2419 0.9132  0.3816
H: -1.5846 2.4435 -0.5309  0.4356
H: -2.3223 0.9682 -4.8779  0.3841
H: 0.9879 0.8447 -2.6612  0.6694
H: -4.5348 0.2179 -3.9940  0.3825
H: -5.3723 -0.4697 4.0889  0.3754
H: 1.7712 2.1674 5.1764  0.3594
H: 0.1518 2.6562 -0.3302  0.4162
H: -0.1213 2.2067 3.6035  0.3688
H: 3.7368 0.7173 4.7701  0.3727
H: -4.6130 -1.5414 -2.2217  0.3915
H: -4.0899 -2.2202 2.9126  0.4605
H: -4.6406 1.8874 3.8698  0.3536
H: 3.7737 -0.6693 2.7250  0.4702
H: 4.4035 -2.5687 -1.5770  0.4253
H: -2.5204 -2.4066 -1.2560  0.3864
H: -0.2436 -0.0441 -3.9852  0.7854
H: -0.3571 -0.4605 -0.3650  -0.7390

- net charge = +1
- E_tot (eV) = -44410.702

C10H16 | the ωB97M-V functional and the def2-TZVPD basis

Each line ends with the Mulliken charge.
Element x y z (Å)
C: -0.4746 3.0532 0.2383  -0.5638
C: -0.7103 -2.4026 2.6002  -0.7897
C: -0.0626 -3.3190 1.5813  -0.5636
C: 0.3866 -0.4422 -0.9398  0.1707
C: 1.4418 1.7499 -1.3553  -0.5526
C: 1.4604 3.1457 -1.1951  -0.4160
C: 0.5270 3.7900 -0.4203  -0.4921
C: -0.7566 -0.9075 -1.8708  -1.1406
C: -0.6050 1.7100 -0.0392  -0.1380
C: 0.3661 1.0643 -0.8038  0.5439
H: 0.9615 -3.6653 1.7170  0.2792
H: 1.3509 -0.8762 -1.2041  0.3779
H: -1.7700 -2.3635 2.4956  0.2775
H: -1.6385 -0.3512 -1.6266  0.3442
H: -0.9775 -1.9601 -1.6870  0.3418
H: 0.0007 -2.8642 0.5871  0.0061
H: 2.3599 1.3234 -1.7311  0.3192
H: 0.1611 -0.9693 -0.0098  -0.5708
H: 2.2416 3.7299 -1.6739  0.3373
H: -1.4678 1.1183 0.2482  0.3294
H: -0.6917 -4.1941 1.3963  0.3074
H: 0.4164 4.8663 -0.3964  0.3605
H: -0.3669 -1.3759 2.4718  0.2235
H: -1.0383 3.6407 0.9519  0.3687
H: -0.5097 -2.7284 3.6082  0.3113
H: -0.6045 -0.7723 -2.9426  0.3286

- relative energy (zero: lowest compared OMol25 entry of this formula, charge and spin) (kJ/mol) = 77.1
- E_tot (eV) = -10628.944
- structure (SMILES) = CCc1ccccc1.CC

C4H5NO3 | the ωB97M-V functional and the def2-TZVPD basis

Each line ends with the Mulliken charge.
Element x y z (Å)
O: 0.0408 -2.5209 -1.6287  -0.4683
O: 0.0523 -1.5324 0.4555  -0.3690
O: 0.0402 0.0222 2.2086  -0.5137
N: -0.0192 -0.2067 -1.3253  -0.5986
C: 0.0234 -0.2290 0.8881  0.2628
C: -0.0631 2.0724 -0.2704  -1.0864
C: -0.0206 0.5897 -0.1924  0.6923
C: 0.0233 -1.4137 -0.9012  0.5263
H: 0.8455 2.5033 0.1459  0.2777
H: 0.0729 -3.2888 -1.0438  0.3321
H: -0.1531 2.3596 -1.3127  0.3114
H: -0.9115 2.4592 0.2901  0.2952
H: 0.0690 -0.8150 2.6863  0.3383

- relative energy (zero: lowest compared OMol25 entry of this formula, charge and spin) (kJ/mol) = 96.3
- E_tot (eV) = -11861.003
- structure (SMILES) = Cc1nc(O)oc1O

C6H11N | the ωB97M-V functional and the def2-TZVPD basis

Each line ends with the Mulliken charge.
Element x y z (Å)
N: -0.8791 -2.0251 0.2287  -0.5546
C: -1.8018 0.8669 -1.2526  -1.1491
C: 0.3660 -0.0035 0.7562  0.5751
C: 0.6071 0.6773 -0.5549  -0.6285
C: 1.5229 0.1646 1.7290  -1.6609
C: -0.3291 1.0002 -1.4499  -0.0780
C: 0.2426 -1.4627 0.2319  -0.1506
H: -2.0396 -0.0117 -0.6575  0.3405
H: -0.0170 1.4868 -2.3648  0.4054
H: -2.3038 0.7942 -2.2144  0.3364
H: 1.3532 -0.4268 2.6280  0.3975
H: 1.6291 1.2109 2.0062  0.3924
H: -0.8720 -3.0150 -0.0079  0.2322
H: -2.1958 1.7479 -0.7398  0.2399
H: 2.4617 -0.1622 1.2829  0.3460
H: 1.6499 0.8249 -0.8059  0.2881
H: -0.5938 0.2819 1.1872  0.2912
H: 1.1996 -1.9486 -0.0025  0.3769

- relative energy (zero: lowest compared OMol25 entry of this formula, charge and spin) (kJ/mol) = 115.8
- E_tot (eV) = -7889.331
- structure (SMILES) = [H]/N=C/[C@@H](C)/C=C\C

Question: Look up the E_tot of the third one.
Answer: -44410.702 eV

Question: Which of these has the highest E_tot?
Answer: C6H11N

Repeat the sixth record exactly.
C6H11N | the ωB97M-V functional and the def2-TZVPD basis

Each line ends with the Mulliken charge.
Element x y z (Å)
N: -0.8791 -2.0251 0.2287  -0.5546
C: -1.8018 0.8669 -1.2526  -1.1491
C: 0.3660 -0.0035 0.7562  0.5751
C: 0.6071 0.6773 -0.5549  -0.6285
C: 1.5229 0.1646 1.7290  -1.6609
C: -0.3291 1.0002 -1.4499  -0.0780
C: 0.2426 -1.4627 0.2319  -0.1506
H: -2.0396 -0.0117 -0.6575  0.3405
H: -0.0170 1.4868 -2.3648  0.4054
H: -2.3038 0.7942 -2.2144  0.3364
H: 1.3532 -0.4268 2.6280  0.3975
H: 1.6291 1.2109 2.0062  0.3924
H: -0.8720 -3.0150 -0.0079  0.2322
H: -2.1958 1.7479 -0.7398  0.2399
H: 2.4617 -0.1622 1.2829  0.3460
H: 1.6499 0.8249 -0.8059  0.2881
H: -0.5938 0.2819 1.1872  0.2912
H: 1.1996 -1.9486 -0.0025  0.3769

- relative energy (zero: lowest compared OMol25 entry of this formula, charge and spin) (kJ/mol) = 115.8
- E_tot (eV) = -7889.331
- structure (SMILES) = [H]/N=C/[C@@H](C)/C=C\C

Question: Which of these has the lowest E_tot?
Answer: C37H33IrN2P2S